1.
2 unconnected molecules or ions with the total composition C2H9NOS at a distorted geometry. Source: OMol25; level of theory: ωB97M-V/def2-TZVPD.

Geometry as ORCA input:
```
! RIJCOSX wB97M-V def2-TZVPD def2/J DEFGRID3
* xyz 0 1
C -1.26 2.27 0.92
S -3.04 2.12 1.19
H -1.05 3.28 0.57
H -0.75 1.94 1.82
H -0.97 1.60 0.12
H -3.17 0.88 0.69
N 1.02 -1.55 -1.70
C 1.22 -1.03 -0.37
O 1.45 -2.00 0.61
H 1.82 -2.01 -2.08
H 0.20 -2.15 -1.72
H 2.03 -0.28 -0.40
H 0.34 -0.48 -0.07
H 2.16 -2.60 0.42
*
```

Results
E_tot = -16592.2044 eV
Kohn-Sham gap = 9.8 eV
HOMO level = -9.02 eV
ΔE to the lowest compared entry with this formula, charge and spin = 10.6 kcal/mol
structure (SMILES) = NCO.CS

=====

2.
A gas-phase ion, C6H9N2 (charge +1) at a distorted geometry. Source: OMol25; level of theory: ωB97M-V/def2-TZVPD.

Geometry as ORCA input:
```
! RIJCOSX wB97M-V def2-TZVPD def2/J DEFGRID3
* xyz 1 1
C 0.42 0.61 0.30
C 0.98 -0.84 0.10
C -1.96 0.07 -0.13
C 0.94 1.63 0.92
C 2.27 -0.91 -0.70
C -3.33 -0.03 -0.24
N 0.50 -1.95 0.46
N -0.91 0.78 -0.28
H 0.43 2.40 1.46
H 1.86 1.41 1.30
H 2.95 -1.71 -0.26
H 2.74 0.06 -0.63
H 2.10 -1.11 -1.79
H -0.02 -1.89 1.12
H -4.08 -0.81 -0.60
H -3.87 0.84 -0.03
H -1.02 1.45 -1.02
*
```

Results
E_tot = -9335.3701 eV
Kohn-Sham gap = 7.8 eV
HOMO level = -13.93 eV
ΔE to the lowest compared entry with this formula, charge and spin = 158.7 kcal/mol
structure (SMILES) = [H]/N=C(/C)C(=C)[NH+]=C=C

=====

3.
2 unconnected molecules or ions with the total composition C5H15N2O at a distorted geometry. Source: OMol25; level of theory: ωB97M-V/def2-TZVPD.

Geometry as ORCA input:
```
! RIJCOSX wB97M-V def2-TZVPD def2/J DEFGRID3
* xyz 2 2
C -1.55 1.46 0.15
C -0.23 1.84 0.81
C 0.65 0.76 1.51
N 1.98 -2.61 0.60
C 1.42 -1.64 1.26
C 1.26 -0.35 0.73
N -1.51 0.25 -0.75
H -1.93 2.29 -0.45
H -2.24 1.23 0.96
H 0.47 2.41 0.19
H -0.44 2.51 1.64
H 0.21 0.42 2.45
H 1.53 1.26 1.95
H 2.41 -2.56 -0.32
H 2.01 -3.55 0.99
H 1.22 -1.87 2.30
H 1.87 0.02 -0.09
H -0.94 -0.49 -0.34
H -2.44 -0.07 -0.96
H -0.98 0.49 -1.59
H -0.32 -0.96 -3.37
H -1.25 -0.29 -4.30
O -1.19 -0.53 -3.37
*
```

Results
E_tot = -10438.2300 eV
Kohn-Sham gap (alpha / beta) = 10.7 / 8.3 eV
HOMO level (alpha / beta) = -18.09 / -18.89 eV
ΔE to the lowest compared entry with this formula, charge and spin = 7.8 kcal/mol

=====

4.
A molecular structure, C33H29N8NiO5. Source: OMol25; level of theory: ωB97M-V/def2-TZVPD.

Geometry as ORCA input:
```
! RIJCOSX wB97M-V def2-TZVPD def2/J DEFGRID3
* xyz 1 3
Ni 0.72 0.17 0.52
C -0.41 13.51 -0.29
O 0.76 12.72 -0.15
C 0.65 11.39 -0.33
C -0.53 10.72 -0.66
C -0.52 9.35 -0.79
C 0.65 8.61 -0.61
C 1.83 9.29 -0.32
C 1.83 10.66 -0.18
C 0.57 7.16 -0.72
N -0.57 6.48 -0.74
C -0.23 5.17 -0.84
C 1.15 5.01 -0.86
N 1.63 6.30 -0.80
C 2.00 3.81 -0.89
C 3.16 3.71 -1.66
C 3.86 2.52 -1.70
C 3.38 1.42 -1.00
N 2.28 1.49 -0.25
C 1.66 2.66 -0.17
C -0.82 2.34 -0.16
N -1.14 0.96 -0.06
C -2.38 0.73 0.15
C -3.41 1.77 0.30
C -3.13 3.07 0.41
C -1.70 3.47 0.38
H -0.11 14.53 -0.09
H -1.18 13.21 0.43
H -0.82 13.44 -1.30
H -1.45 11.27 -0.82
H -1.43 8.82 -1.05
H 2.76 8.75 -0.18
H 2.74 11.20 0.06
H 2.60 6.56 -0.82
H 3.48 4.55 -2.26
H 4.75 2.42 -2.30
H 3.88 0.46 -1.04
H -2.69 -0.30 0.20
H -4.43 1.43 0.36
H -3.89 3.82 0.53
O -0.33 -0.91 4.20
C 0.07 -0.86 3.05
O 0.24 0.23 2.36
C 0.44 -2.16 2.33
C 0.75 -3.26 3.11
C 1.12 -4.49 2.55
C 1.14 -4.57 1.18
O 1.43 -5.64 0.38
C 1.27 -5.20 -0.96
O 0.90 -3.82 -0.93
C 0.82 -3.47 0.39
C 0.47 -2.26 0.92
H 0.71 -3.15 4.18
H 1.35 -5.35 3.17
H 0.48 -5.78 -1.45
H 2.21 -5.32 -1.50
H 0.08 -1.49 0.23
C -2.72 3.54 3.94
C -2.57 4.98 3.45
C -3.91 5.56 2.98
C -1.45 5.14 2.39
N -1.06 3.96 1.60
C 0.19 3.58 1.51
N 0.45 2.64 0.61
N -0.73 2.97 -1.44
N -1.20 4.16 -0.89
H -3.48 3.50 4.73
H -1.79 3.15 4.35
H -3.04 2.87 3.14
H -2.25 5.58 4.29
H -4.44 4.87 2.32
H -3.77 6.51 2.45
H -4.56 5.75 3.83
H -0.54 5.46 2.91
H -1.71 5.93 1.68
H 0.95 3.94 2.19
*
```

Results
E_tot = -97883.0470 eV
Kohn-Sham gap (alpha / beta) = 5.9 / 5.7 eV
HOMO level (alpha / beta) = -9.70 / -9.70 eV

=====

5.
2 unconnected molecules or ions with the total composition C5H17N2O at a distorted geometry. Source: OMol25; level of theory: ωB97M-V/def2-TZVPD.

Geometry as ORCA input:
```
! RIJCOSX wB97M-V def2-TZVPD def2/J DEFGRID3
* xyz 1 1
N -1.11 0.08 -1.20
C -0.48 -0.19 0.13
C 1.05 -0.22 0.02
C 1.66 1.19 -0.05
C 1.59 -1.05 1.19
C -1.12 0.77 1.14
N -1.23 2.15 0.69
H -1.15 -0.73 -1.83
H -0.48 0.76 -1.64
H -1.99 0.59 -1.15
H -0.76 -1.16 0.51
H 1.30 -0.73 -0.92
H 1.04 1.86 -0.64
H 2.63 1.15 -0.56
H 1.90 1.63 0.91
H 0.95 -1.04 2.07
H 2.60 -0.75 1.47
H 1.69 -2.07 0.91
H -0.61 0.66 2.10
H -2.12 0.38 1.35
H -2.17 2.52 0.66
H -0.62 2.76 1.20
H -0.70 -3.09 -1.41
H -1.27 -2.91 -2.78
O -0.61 -2.53 -2.19
*
```

Results
E_tot = -10482.5155 eV
Kohn-Sham gap = 10.4 eV
HOMO level = -13.47 eV
ΔE to the lowest compared entry with this formula, charge and spin = 9.7 kcal/mol

=====

6.
A molecular structure, C19H32N2O3ReS5Sb. Source: OMol25; level of theory: ωB97M-V/def2-TZVPD.

Geometry as ORCA input:
```
! RIJCOSX wB97M-V def2-TZVPD def2/J DEFGRID3
* xyz 1 2
Re 1.95 0.56 1.15
S 4.18 0.40 1.70
S 4.44 0.36 3.73
S 2.70 0.60 4.65
S 1.19 0.74 3.21
C -2.51 1.24 2.55
C -2.28 0.11 1.54
C -3.58 -0.20 0.80
C -1.84 -1.13 2.31
Sb -0.68 0.72 0.16
C -0.89 -0.56 -1.61
C -1.02 -2.01 -1.13
C 0.38 -0.42 -2.43
C -2.10 -0.20 -2.47
C -1.23 2.75 -0.48
C -2.71 2.87 -0.83
C -0.90 3.73 0.64
C -0.41 3.09 -1.73
H -3.21 0.88 3.32
H -2.95 2.12 2.10
H -1.59 1.53 3.06
H -4.35 -0.42 1.55
H -3.50 -1.08 0.16
H -3.94 0.64 0.20
H -2.67 -1.48 2.93
H -1.01 -0.90 2.98
H -1.56 -1.96 1.65
H -0.19 -2.31 -0.49
H -1.00 -2.67 -2.01
H -1.95 -2.20 -0.60
H 1.27 -0.70 -1.87
H 0.53 0.60 -2.80
H 0.32 -1.08 -3.30
H -3.04 -0.25 -1.93
H -2.16 -0.92 -3.30
H -2.00 0.79 -2.91
H -3.36 2.76 0.04
H -3.03 2.16 -1.59
H -2.89 3.88 -1.22
H -1.46 3.52 1.55
H -1.17 4.74 0.31
H 0.16 3.75 0.89
H -0.74 2.53 -2.60
H 0.66 2.93 -1.61
H -0.55 4.15 -1.96
O 2.68 1.28 -0.83
N 2.70 2.49 -0.42
O 3.09 3.41 -1.06
O 2.23 2.62 0.78
S 1.40 -4.03 1.69
C 1.27 -2.36 1.94
N 1.89 -1.59 1.09
C 2.59 -2.36 0.15
C 3.42 -1.89 -0.87
C 4.02 -2.80 -1.70
C 3.82 -4.18 -1.54
C 3.02 -4.66 -0.53
C 2.41 -3.73 0.32
H 0.70 -1.97 2.77
H 3.59 -0.83 -1.01
H 4.67 -2.45 -2.50
H 4.31 -4.88 -2.21
H 2.87 -5.72 -0.38
*
```

Results
E_tot = -92181.4108 eV
Kohn-Sham gap (alpha / beta) = 6.4 / 6.4 eV
HOMO level (alpha / beta) = -11.12 / -11.32 eV
ΔE to the lowest compared entry with this formula, charge and spin = 0.0 kcal/mol

=====

7.
A single C3H3NO3 molecule at a distorted geometry. Source: OMol25; level of theory: ωB97M-V/def2-TZVPD.

Geometry as ORCA input:
```
! RIJCOSX wB97M-V def2-TZVPD def2/J DEFGRID3
* xyz 0 1
C 1.25 0.02 -0.13
C -0.80 -1.05 0.12
C 0.32 1.26 -0.02
H -1.33 -1.94 -0.28
H -0.85 -0.90 1.17
H 0.84 2.23 0.19
N -0.94 1.30 -0.17
O 2.47 0.08 -0.19
O 0.53 -1.09 -0.30
O -1.50 0.09 -0.39
*
```

Results
E_tot = -10789.7382 eV
Kohn-Sham gap = 10.5 eV
HOMO level = -10.66 eV
ΔE to the lowest compared entry with this formula, charge and spin = 68.3 kcal/mol
structure (SMILES) = O=C1C=NOCO1

=====

8.
A molecular structure, C19H28MnN5S at a distorted geometry. Source: OMol25; level of theory: ωB97M-V/def2-TZVPD.

Geometry as ORCA input:
```
! RIJCOSX wB97M-V def2-TZVPD def2/J DEFGRID3
* xyz 2 5
Mn -0.19 0.14 0.51
C -1.56 -1.00 -4.92
C -1.21 -1.71 -3.77
C -0.79 -1.02 -2.66
C -0.70 0.37 -2.68
C -1.05 1.08 -3.83
C -1.48 0.39 -4.95
N -0.26 1.01 -1.50
N -0.01 2.23 -1.55
C 0.34 2.80 -0.34
C 0.69 4.15 -0.29
C 1.01 4.72 0.93
C 0.97 3.96 2.09
C 0.62 2.62 2.05
C 0.31 2.02 0.84
H -1.89 -1.54 -5.80
H -1.28 -2.78 -3.76
H -0.48 -1.56 -1.76
H -0.99 2.16 -3.83
H -1.75 0.93 -5.84
H 0.70 4.71 -1.21
H 1.29 5.77 0.98
H 1.20 4.42 3.04
H 0.59 2.05 2.97
C -4.34 -2.51 0.86
N -3.17 -1.67 1.13
C -1.88 -2.30 0.96
C -3.25 -0.34 1.29
N -2.17 0.43 1.11
N -4.45 0.20 1.61
C -4.69 1.61 1.39
C -5.33 -0.43 2.59
H -4.14 -3.12 -0.03
H -5.21 -1.90 0.66
H -4.55 -3.18 1.69
H -2.01 -3.37 0.84
H -1.24 -2.13 1.83
H -1.39 -1.94 0.03
H -2.40 1.39 1.33
H -4.34 2.24 2.22
H -5.77 1.77 1.30
H -4.23 1.94 0.46
H -4.93 -1.37 2.95
H -6.33 -0.59 2.18
H -5.43 0.24 3.45
C 1.51 -1.63 3.17
S 1.53 -1.05 1.45
C 3.29 -1.04 1.05
H 1.54 -2.72 3.18
H 0.62 -1.27 3.66
H 2.39 -1.23 3.68
H 3.84 -0.52 1.83
H 3.41 -0.52 0.10
H 3.62 -2.07 0.96
*
```

Results
E_tot = -69747.6186 eV
Kohn-Sham gap (alpha / beta) = 6.4 / 7.0 eV
HOMO level (alpha / beta) = -14.35 / -14.38 eV